1.
{"formula": "C17H22ClN5O4S", "method": "ωB97M-V/def2-TZVPD", "relative_energy_ev": 0.081, "total_energy_ha": -2094.11821, "homo_lumo_gap_ev": 9.11, "mol_weight_g_mol": 427.91, "homo_ev": -8.564, "species": ["C", "O", "C", "C", "C", "N", "C", "C", "N", "N", "C", "S", "C", "C", "O", "N", "N", "C", "O", "C", "O", "C", "C", "C", "C", "Cl", "C", "C", "H", "H", "H", "H", "H", "H", "H", "H", "H", "H", "H", "H", "H", "H", "H", "H", "H", "H", "H", "H", "H", "H"], "coordinates": [[-0.768, 1.893, -3.213], [0.101, 1.588, -4.282], [0.842, 0.407, -4.102], [-0.011, -0.866, -4.184], [0.841, -2.135, -4.186], [1.604, -2.281, -2.974], [2.949, -2.103, -2.762], [3.928, -1.749, -3.812], [3.232, -2.310, -1.510], [2.095, -2.624, -0.864], [1.122, -2.596, -1.740], [-0.552, -2.948, -1.439], [-0.530, -3.132, 0.375], [-0.373, -1.756, 1.001], [-1.303, -1.034, 1.271], [0.934, -1.442, 1.246], [1.239, -0.105, 1.482], [1.155, 0.794, 0.479], [0.986, 0.486, -0.682], [1.373, 2.239, 0.925], [1.100, 2.476, 2.283], [-0.210, 2.469, 2.697], [-0.422, 2.851, 4.021], [-1.695, 2.867, 4.550], [-2.768, 2.496, 3.752], [-4.365, 2.513, 4.411], [-2.569, 2.112, 2.438], [-1.291, 2.099, 1.907], [-1.019, 2.948, -3.312], [-1.688, 1.301, -3.258], [-0.276, 1.716, -2.252], [1.577, 0.414, -4.914], [1.363, 0.437, -3.135], [-0.694, -0.897, -3.334], [-0.602, -0.841, -5.101], [1.542, -2.120, -5.024], [0.188, -3.009, -4.283], [3.696, -0.774, -4.238], [3.924, -2.492, -4.609], [4.915, -1.716, -3.360], [0.277, -3.810, 0.641], [-1.504, -3.548, 0.628], [1.638, -1.953, 0.675], [1.266, 0.201, 2.446], [2.436, 2.472, 0.797], [0.795, 2.901, 0.268], [0.430, 3.133, 4.619], [-1.857, 3.163, 5.574], [-3.405, 1.811, 1.827], [-1.162, 1.775, 0.887]], "forces_ev_per_angstrom": [[-0.03, 0.03, 0.10], [0.00, 0.07, -0.23], [0.00, -0.23, 0.02], [0.28, 0.26, 0.00], [-0.51, 0.23, -0.36], [0.31, -0.14, 0.82], [-0.03, -0.05, 0.03], [-0.08, 0.01, -0.07], [1.03, 0.24, -0.37], [-0.78, -0.39, -0.10], [0.20, -0.14, 0.11], [-0.42, -0.12, 0.03], [0.16, 0.18, -0.38], [-0.04, -0.03, 0.25], [-0.27, 0.03, -0.08], [0.53, 0.31, 0.11], [-0.11, -0.49, 0.44], [0.09, 0.10, 0.17], [-0.04, 0.10, -0.22], [0.03, 0.09, -0.32], [0.03, -0.05, 0.21], [-0.30, 0.11, 0.17], [0.14, -0.07, -0.22], [-0.04, -0.05, -0.09], [0.17, -0.02, -0.17], [-0.25, 0.00, 0.10], [-0.05, 0.08, 0.23], [0.35, 0.07, -0.06], [-0.07, -0.02, 0.04], [-0.01, 0.02, 0.03], [-0.05, 0.03, 0.00], [0.03, -0.09, 0.08], [0.02, -0.01, -0.12], [-0.08, -0.01, -0.04], [-0.05, -0.01, -0.01], [-0.07, -0.10, 0.06], [0.17, 0.03, -0.11], [0.06, 0.06, -0.10], [0.07, 0.01, -0.09], [0.02, 0.00, 0.00], [-0.05, -0.05, 0.07], [0.09, 0.05, 0.02], [-0.30, 0.23, 0.26], [-0.05, -0.07, -0.24], [-0.17, -0.04, -0.05], [0.04, -0.16, 0.06], [0.10, 0.05, 0.08], [-0.03, 0.03, 0.09], [-0.10, -0.04, -0.03], [0.02, -0.06, -0.11]], "lowdin_charge": [-0.102, -0.180, -0.235, -0.147, -0.143, -0.010, -0.356, -0.006, 0.081, -0.014, -0.610, 1.020, -0.337, -0.550, 0.080, 0.077, 0.111, -0.454, 0.070, -0.093, -0.052, -0.264, -0.002, -0.102, -0.681, 0.663, -0.088, -0.012, 0.089, 0.088, 0.065, 0.124, 0.109, 0.082, 0.127, 0.127, 0.123, 0.075, 0.084, 0.086, 0.085, 0.087, 0.093, 0.159, 0.146, 0.141, 0.120, 0.106, 0.112, 0.109]}


2.
{"formula": "C3H3ClN2OS", "method": "ωB97M-V/def2-TZVPD", "relative_energy_ev": 1.534, "total_energy_ha": -1159.18387, "homo_lumo_gap_ev": 9.19, "mol_weight_g_mol": 150.59, "homo_ev": -8.799, "species": ["O", "N", "C", "Cl", "C", "N", "C", "S", "H", "H", "H"], "coordinates": [[-0.336, 0.614, -1.737], [-0.021, 0.065, -0.529], [1.069, -0.702, -0.258], [2.157, -1.184, -1.468], [1.034, -0.912, 1.099], [-0.054, -0.285, 1.650], [-0.676, 0.316, 0.645], [-2.194, 1.185, 0.731], [-1.009, 0.029, -2.138], [1.746, -1.489, 1.693], [-1.716, 2.363, 0.310]], "forces_ev_per_angstrom": [[-0.19, -0.24, -0.29], [-0.54, 0.22, 0.14], [0.26, -0.16, 0.58], [0.02, -0.01, -0.03], [0.28, -0.26, -0.09], [-0.20, 0.32, -0.80], [0.40, -0.34, 0.56], [0.03, -0.10, 0.04], [0.29, 0.23, 0.22], [-0.40, 0.31, -0.28], [0.03, 0.04, -0.04]], "lowdin_charge": [0.031, -0.184, -0.699, 0.725, -0.153, 0.059, -0.719, 0.817, 0.138, 0.112, -0.127]}


3.
{"formula": "C3H7NO", "method": "ωB97M-V/def2-TZVPD", "relative_energy_ev": 2.976, "total_energy_ha": -248.41711, "homo_lumo_gap_ev": 10.29, "mol_weight_g_mol": 73.09, "homo_ev": -9.673, "species": ["C", "C", "O", "H", "H", "H", "H", "C", "N", "H", "H", "H"], "coordinates": [[-0.621, -1.210, 0.838], [-1.048, -0.211, -0.192], [-1.875, 0.648, -0.041], [0.464, -1.315, 0.787], [-1.074, -2.177, 0.635], [-0.881, -0.877, 1.841], [-0.516, -0.381, -1.274], [0.946, 1.119, -0.855], [1.733, 0.731, 0.056], [0.494, 2.101, -1.001], [0.829, 0.438, -1.769], [1.549, 1.134, 0.974]], "forces_ev_per_angstrom": [[0.41, 0.32, 0.31], [0.03, -0.97, -1.97], [0.26, -0.04, -0.01], [-0.03, -0.14, -0.08], [-0.10, -0.05, -0.10], [-0.20, -0.03, -0.02], [-1.69, 0.00, 2.23], [1.59, -0.25, -1.97], [-1.24, -1.14, 0.35], [-0.65, -0.14, 0.71], [0.96, 1.39, 0.85], [0.65, 1.06, -0.29]], "lowdin_charge": [-0.059, -0.396, 0.043, 0.063, 0.083, 0.083, 0.123, -0.197, 0.030, 0.088, 0.078, 0.060]}


4.
{"formula": "C22H24BCrN7", "method": "ωB97M-V/def2-TZVPD", "relative_energy_ev": 1.034, "total_energy_ha": -2305.32902, "s2": 6.018, "homo_lumo_gap_ev": [6.69, 6.63], "multiplicity": 5, "mol_weight_g_mol": 449.29, "homo_ev": [-6.818, -7.077], "species": ["H", "N", "B", "N", "C", "Cr", "H", "C", "H", "C", "H", "C", "H", "H", "H", "N", "N", "N", "N", "C", "C", "H", "H", "C", "C", "C", "C", "H", "H", "H", "H", "H", "C", "C", "C", "C", "C", "C", "N", "C", "C", "C", "C", "C", "C", "H", "H", "H", "H", "H", "H", "H", "H", "H", "H"], "coordinates": [[1.745, 3.426, -0.504], [0.797, 1.795, -1.482], [-0.761, 0.450, -3.167], [-0.032, 1.698, -2.593], [-0.118, 2.898, -3.181], [1.796, 0.494, -0.524], [-0.528, 2.960, -4.186], [0.613, 3.812, -2.426], [0.731, 4.855, -2.632], [1.183, 3.102, -1.361], [-0.737, 0.573, -4.386], [-2.800, -2.615, 2.168], [-2.508, -3.430, 2.831], [-1.919, -2.246, 1.648], [-3.493, -2.995, 1.420], [-2.379, 0.277, -3.036], [0.259, -0.682, -2.845], [-3.036, 0.404, -1.811], [1.016, -0.857, -1.689], [-3.309, -0.102, -3.978], [0.512, -1.696, -3.693], [-3.105, -0.212, -5.041], [0.236, -1.626, -4.734], [-4.529, -0.400, -3.334], [1.304, -2.634, -3.024], [-4.281, -0.085, -1.982], [1.593, -2.093, -1.763], [-5.431, -0.827, -3.719], [1.628, -3.576, -3.410], [-4.998, -0.217, -1.181], [2.116, -2.517, -0.903], [-3.233, -1.816, 2.695], [-0.575, 3.149, 3.903], [-1.167, 2.837, 2.666], [-0.638, 1.860, 1.823], [0.520, 1.181, 2.270], [1.001, 1.361, 3.592], [0.511, 2.399, 4.372], [1.302, 0.415, 1.414], [2.101, -0.607, 1.945], [3.270, -0.938, 1.219], [3.894, -2.163, 1.454], [3.457, -3.003, 2.479], [2.314, -2.649, 3.198], [1.658, -1.432, 2.990], [-0.957, 3.999, 4.456], [-2.040, 3.375, 2.313], [-0.986, 1.600, 0.811], [1.841, 0.752, 3.930], [1.009, 2.642, 5.305], [3.653, -0.135, 0.563], [4.761, -2.416, 0.858], [4.018, -3.901, 2.729], [1.929, -3.311, 3.957], [0.789, -1.132, 3.577]], "forces_ev_per_angstrom": [[0.21, 0.03, 0.02], [-1.35, 2.13, -1.17], [-0.58, 0.26, -1.55], [0.32, 0.82, 0.91], [0.86, -0.09, 0.45], [0.08, -0.91, 1.78], [-0.32, 0.20, 0.56], [0.21, 0.12, 0.16], [0.04, 0.23, -0.06], [-1.73, -1.14, -1.46], [0.37, -0.08, 0.29], [0.69, -1.03, -0.88], [-0.06, 0.11, 0.06], [0.10, 0.00, -0.02], [-0.07, 0.01, 0.04], [-0.53, 0.65, 1.57], [0.89, -0.89, 0.32], [0.00, -1.46, -0.31], [-1.23, -2.21, -1.60], [-0.52, -0.87, 0.54], [0.52, -0.15, 1.21], [0.33, 0.06, 0.39], [-0.46, -0.24, 0.24], [2.01, 0.61, 0.07], [0.03, 0.20, 0.11], [1.18, 0.62, -0.74], [-1.07, 0.90, -1.07], [-0.15, 0.06, -0.40], [0.14, -0.23, -0.11], [0.36, 0.37, 0.17], [0.01, 0.33, -0.45], [-0.62, 0.94, 0.79], [-0.13, -0.09, -0.48], [0.14, -0.14, -0.09], [1.20, -0.49, 0.39], [0.20, 0.19, 0.77], [-0.22, 0.69, -0.35], [-0.43, -0.09, -0.45], [0.73, 0.02, 0.47], [-0.93, 0.55, -0.98], [-0.84, -0.04, 0.47], [0.38, 0.24, 0.16], [0.00, 0.20, -0.58], [-0.13, 0.91, 0.24], [0.43, -1.10, -0.10], [0.02, -0.16, 0.11], [0.04, 0.13, 0.19], [-0.17, 0.42, 0.58], [-0.18, 0.50, -0.06], [-0.22, -0.04, 0.04], [0.33, -0.55, 0.03], [0.14, -0.10, 0.13], [-0.24, 0.07, -0.20], [0.05, -0.11, 0.18], [0.21, -0.35, -0.31]], "lowdin_charge": [0.115, -0.102, -0.442, 0.009, -0.049, 0.844, 0.135, -0.044, 0.093, -0.092, 0.111, -0.038, 0.017, 0.011, 0.016, -0.056, -0.001, 0.035, -0.082, -0.114, -0.048, 0.104, 0.128, -0.090, -0.045, -0.186, -0.090, 0.075, 0.091, 0.092, 0.112, -0.005, -0.111, -0.096, -0.030, -0.298, -0.053, -0.091, -0.087, -0.327, -0.103, -0.101, -0.102, -0.070, -0.032, 0.090, 0.097, 0.106, 0.104, 0.099, 0.085, 0.103, 0.099, 0.101, 0.118]}